No. 1
ORCA calculation (ωB97M-V/def2-TZVPD) on a molecular structure, C31H27Br2N6O2RuS2.

```
71
Properties=species:S:1:pos:R:3:lowdin_charge:R:1
C 2.85 -1.21 -3.79 -0.064
C -0.40 3.53 1.96 -0.068
H -0.99 5.52 1.44 0.116
H 0.41 -1.93 3.68 0.136
Br 3.37 -0.86 -1.01 0.876
H 4.28 -2.18 5.18 0.139
H 0.79 -2.54 6.12 0.108
N -0.42 0.55 1.41 -0.289
H -0.77 -0.14 -3.26 0.111
C 0.25 -0.46 -3.43 -0.132
N 1.41 -2.10 3.55 0.115
S 0.40 1.01 2.69 0.598
H -4.82 -2.15 -1.02 0.137
H 2.38 -1.41 -5.87 0.131
C 1.85 -2.25 2.28 -0.696
N 0.80 1.81 -0.78 -0.069
H 6.04 -2.72 3.55 0.092
C 1.78 2.61 -0.36 -0.183
C -1.47 -1.85 -1.40 -0.146
C -4.09 0.40 2.11 -0.029
N -1.18 -0.93 -0.50 -0.092
C -3.52 -0.89 0.16 -0.132
C 3.57 -2.19 4.37 0.070
O 1.77 0.82 2.22 -0.351
C 2.23 -2.06 4.62 -0.219
H -2.46 1.35 3.16 0.120
C -2.19 -0.48 0.32 -0.166
C 0.39 3.22 4.23 -0.041
H 1.21 -0.82 6.01 0.095
C -0.18 2.32 -1.54 -0.131
C -0.19 3.65 -1.92 -0.020
H 5.58 -3.11 1.88 0.096
C -0.59 4.88 2.21 -0.051
H -0.97 1.65 -1.84 0.105
H -1.00 4.03 -2.53 0.125
H -4.83 0.75 2.82 0.122
Br 3.22 5.01 -0.03 0.847
C -4.49 -0.40 1.08 -0.007
C 0.09 2.71 2.97 -0.284
C 0.69 -0.77 -4.70 -0.015
C -0.27 5.40 3.46 -0.041
C -2.74 0.75 2.30 0.017
H 2.35 -1.97 6.75 0.099
H 0.75 2.57 5.02 0.120
H -0.42 6.46 3.65 0.119
H -0.65 -2.28 -1.95 0.109
C 2.00 -1.16 -4.89 -0.009
C -1.80 0.32 1.40 -0.251
Ru 0.71 -0.25 -0.05 1.047
H 2.54 2.17 0.28 0.092
O 0.01 0.29 3.87 -0.278
C 2.31 -0.88 -2.57 -0.700
C 5.44 -2.42 2.70 0.000
C -3.80 -1.81 -0.87 0.039
C -2.78 -2.31 -1.62 -0.008
H 0.85 5.53 -1.77 0.124
H 3.89 -1.49 -3.88 0.121
C 1.83 3.95 -0.70 -0.671
S 0.57 -2.33 1.07 0.719
H 0.44 4.99 5.44 0.120
N 3.13 -2.34 2.02 0.119
H 5.80 -1.44 2.37 0.103
H -5.52 -0.69 0.96 0.127
C 0.83 4.49 -1.49 -0.070
C 1.61 -1.84 5.96 0.024
H 0.00 -0.70 -5.54 0.125
H -0.67 3.10 1.00 0.093
H -2.94 -3.06 -2.38 0.124
C 0.21 4.58 4.47 -0.042
C 4.00 -2.32 3.05 -0.256
N 1.05 -0.53 -2.35 -0.070
```

Charge: +2
Largest force on an atom in eV/A: 2.0
Spin multiplicity: 2
Lowest unoccupied orbital energy (spin up / spin down) in eV: -5.78 / -6.38
<S²>: 0.76
Energy above the lowest of the compared OMol25 structures with the same formula, charge and spin in kcal/mol: 11.38

***

No. 2
ORCA calculation (ωB97M-V/def2-TZVPD) on a molecular structure, C31H27BrMnN3O3Si.

```
67
Properties=species:S:1:pos:R:3:lowdin_charge:R:1
H -3.15 1.18 -1.20 0.119
O -0.24 -0.02 1.93 -0.171
C -2.43 2.36 0.46 -0.088
C 3.17 -4.00 3.07 -0.063
H -0.48 0.15 4.45 0.128
C -3.09 1.11 -0.11 -0.179
H 4.80 -0.04 -3.52 0.119
H -2.11 -2.41 2.46 0.095
H -4.35 -3.32 2.85 0.111
H 0.54 -0.16 -5.72 0.133
C -3.82 -4.56 -0.26 -0.069
C 0.55 0.09 4.12 0.009
H 1.38 0.15 6.08 0.114
C 0.34 -0.23 -4.66 0.035
H 0.23 -3.00 -1.21 0.010
C 2.77 -0.11 -4.15 -0.001
Si -0.19 -2.62 0.16 0.818
C -1.91 -3.26 0.48 -0.341
C -4.47 -4.29 0.94 -0.065
H -1.79 -0.36 -4.85 0.120
C 3.76 -0.10 -3.21 -0.035
H -2.15 -0.52 -2.41 0.115
N -0.16 -0.38 -1.94 -0.003
H 4.24 -4.52 1.28 0.108
H 4.28 -0.13 -1.13 0.115
C -2.55 -4.04 -0.49 -0.106
H -4.30 -5.17 -1.01 0.111
H 3.00 -0.05 -5.21 0.126
C 3.33 -4.11 1.69 -0.071
C 2.16 -0.21 -1.42 -0.160
O -1.10 3.79 -0.92 0.086
H 2.44 -3.80 -0.23 0.095
C 1.99 -3.49 3.60 -0.066
C 1.42 -0.19 -3.75 -0.123
C 3.19 -0.04 3.25 -0.063
C 1.59 0.09 5.02 -0.085
Mn -0.27 -0.12 0.08 0.787
H 3.97 -4.31 3.73 0.112
H -5.46 -4.70 1.12 0.112
H 0.06 -2.70 3.18 0.096
Br 4.31 -0.02 5.85 0.783
C -1.15 -0.42 -2.80 -0.073
N 1.70 -0.23 -0.07 0.018
H -2.77 -0.94 -0.21 0.089
C 0.98 -3.09 2.75 -0.102
C 2.92 0.01 4.59 -0.695
H -2.05 -4.26 -1.42 0.097
C -0.94 -0.34 -4.19 -0.005
C -1.18 2.74 -0.33 -0.624
H 1.87 -3.41 4.67 0.114
C 1.11 -3.18 1.36 -0.317
H 4.21 -0.09 2.90 0.119
H -2.17 2.18 1.51 0.122
C 3.46 -0.15 -1.84 0.025
C 0.80 0.01 2.74 -0.312
H -3.14 3.18 0.42 0.127
C -3.85 -3.52 1.91 -0.068
H -2.43 -0.31 1.23 0.095
C -2.58 -3.01 1.68 -0.122
H 3.58 -0.06 0.72 0.137
C 2.52 -0.11 0.93 -0.005
C 2.14 -0.04 2.31 -0.124
N -2.34 -0.14 0.23 -0.014
C 2.30 -3.71 0.85 -0.112
H -4.10 1.00 0.26 0.127
C 1.12 -0.25 -2.38 -0.146
O -0.26 1.82 -0.34 -0.123
```

Charge: +1
Largest force on an atom in eV/A: 0.5
Spin multiplicity: 4
Lowest unoccupied orbital energy (spin up / spin down) in eV: -4.01 / -4.06
<S²>: 4.03
Energy above the lowest of the compared OMol25 structures with the same formula, charge and spin in kcal/mol: 1.83

***

No. 3
ORCA calculation (ωB97M-V/def2-TZVPD) on a molecular structure, C31H27BrN3O4Pt.

```
67
Properties=species:S:1:pos:R:3:lowdin_charge:R:1
C 2.97 0.61 4.22 -0.021
C 1.89 -3.32 5.10 -0.026
C 0.01 3.73 -2.91 -0.110
C -0.27 -0.06 -2.82 -0.515
C 2.03 -5.69 4.74 -0.069
C -0.04 1.35 -3.26 -0.133
C -3.23 -0.76 -0.05 -0.041
H 1.69 -2.48 5.75 0.129
H 0.56 0.67 -5.20 0.128
C 3.23 -0.75 4.15 -0.153
H -2.68 1.66 -0.51 0.137
N -2.26 0.04 0.74 -0.377
C 0.89 -1.11 3.19 -0.393
H -0.08 5.18 2.15 0.117
H -2.23 4.11 1.56 0.128
H 1.48 -4.78 6.60 0.112
C -2.41 -0.31 2.19 -0.039
H 4.55 -2.33 4.76 0.124
Br 0.78 5.64 -4.86 0.776
H -3.12 -0.52 -1.10 0.087
C -1.32 2.24 1.03 -0.245
H 3.75 -1.65 1.56 0.189
H -4.24 -0.54 0.30 0.112
O 0.03 -1.00 -3.51 0.137
C 1.79 -1.14 1.14 -0.549
N 2.79 -1.56 1.88 0.222
C 2.52 -4.17 2.94 -0.025
H 2.09 1.03 3.74 0.103
H 6.06 -0.84 6.01 0.112
C -2.53 1.50 0.55 -0.111
C -0.24 2.45 -2.44 -0.019
C -0.11 1.56 0.94 -0.205
H 2.81 -4.02 1.91 0.110
C 1.10 3.45 1.69 -0.047
C 0.40 1.54 -4.57 0.005
Pt -0.30 -0.27 0.18 1.576
H 5.59 1.58 6.14 0.111
H -3.44 1.77 1.09 0.148
H 0.98 2.96 -6.07 0.109
H -2.11 -1.35 2.34 0.098
C 3.81 1.45 4.93 -0.060
C 5.19 -0.43 5.51 -0.055
C 4.35 -1.27 4.80 -0.017
C 2.36 -1.65 3.29 -0.226
H -3.02 -1.82 0.10 0.107
H -3.46 -0.18 2.47 0.111
H 2.04 1.59 1.14 0.113
C 1.11 2.13 1.25 -0.067
H 2.61 -6.30 2.77 0.110
H 3.60 2.51 5.00 0.109
C -0.09 4.15 1.81 -0.046
O 1.71 -0.80 -0.09 -0.045
C -1.30 3.55 1.48 -0.005
C 4.93 0.93 5.58 -0.066
C 0.64 2.81 -5.05 -0.098
H 1.94 -6.70 5.12 0.110
C 2.41 -5.47 3.43 -0.066
O 0.14 -0.91 4.09 0.140
C 1.77 -4.61 5.58 -0.053
H 2.04 3.93 1.93 0.119
N 0.63 -0.98 1.83 0.024
H -0.59 2.33 -1.43 0.077
O -0.94 -0.26 -1.66 -0.245
C 0.45 3.90 -4.21 -0.683
C 2.27 -3.09 3.78 -0.172
H -0.14 4.59 -2.27 0.103
H -1.78 0.33 2.79 0.091
```

Charge: +1
Largest force on an atom in eV/A: 0.6
Spin multiplicity: 1
Lowest unoccupied orbital energy in eV: -4.21
Energy above the lowest of the compared OMol25 structures with the same formula, charge and spin in kcal/mol: 0.00

***

No. 4
ORCA calculation (ωB97M-V/def2-TZVPD) on a molecular structure, C31H28AsFMnNOPS.

```
66
Properties=species:S:1:pos:R:3:lowdin_charge:R:1
H -3.29 -4.07 -2.99 0.103
C 3.72 -2.39 -0.54 -0.091
C -0.21 1.35 -0.45 -0.353
C -2.33 1.29 1.53 -0.344
H -3.77 -6.43 -2.44 0.101
C 2.44 6.16 0.65 -0.081
C 2.62 -3.40 -2.41 -0.086
As -0.06 -3.44 0.90 1.301
H 4.60 -2.58 -2.49 0.100
H 0.97 -0.65 1.50 0.064
C 1.46 1.64 -2.17 -0.073
H 4.69 3.30 1.76 0.137
H -0.33 -0.87 2.64 0.083
C 4.13 4.16 1.42 -0.019
P -0.53 1.14 1.33 0.987
C 3.79 6.33 0.50 -0.068
H -2.39 3.23 0.60 0.092
H -4.99 -0.24 2.98 0.105
H -1.84 -1.65 0.71 0.061
H 0.74 1.62 -4.19 0.102
H -6.10 1.83 2.20 0.103
C -4.31 2.65 1.34 -0.074
H 1.74 6.93 0.36 0.108
H 0.64 -4.13 -2.06 0.091
H 4.18 7.25 0.09 0.109
C -3.08 -5.86 -1.83 -0.091
C -5.05 1.68 2.01 -0.083
C 4.66 5.30 0.90 -0.058
C -0.75 -1.61 0.62 -0.438
C -1.58 -5.71 0.04 -0.131
H -2.22 1.10 -1.15 0.105
S 0.23 4.69 1.41 0.714
F -0.05 2.40 4.25 -0.513
H -1.72 -2.77 -1.63 0.096
O 2.36 2.86 2.07 -0.258
C -0.85 1.36 -2.77 -0.077
C -4.42 0.52 2.45 -0.074
H 1.89 1.66 -0.07 0.092
H 5.73 5.39 0.80 0.107
H -1.11 -6.18 0.90 0.089
C -1.19 1.25 -1.43 -0.086
N 2.78 4.03 1.56 -0.185
H -2.60 -0.57 2.57 0.096
C -2.46 -6.45 -0.74 -0.089
H -2.67 -7.48 -0.49 0.102
Mn 0.51 2.74 2.57 0.335
H 4.59 -1.91 -0.11 0.101
C 1.48 -3.25 -0.29 -0.402
C -2.81 -4.53 -2.14 -0.085
C -0.12 -0.62 1.59 -0.398
C 0.47 1.54 -3.14 -0.083
H -1.62 1.28 -3.53 0.103
H 2.49 1.80 -2.45 0.104
H 2.62 -3.71 -3.45 0.102
H 2.63 -2.36 1.30 0.091
C 1.90 4.98 1.20 -0.640
C -2.96 2.46 1.11 -0.103
H -0.51 -1.32 -0.40 0.057
C -1.92 -3.80 -1.37 -0.123
C 2.61 -2.64 0.25 -0.141
C 3.73 -2.77 -1.88 -0.095
C 1.50 -3.64 -1.62 -0.099
C -1.30 -4.38 -0.26 -0.432
C -3.07 0.33 2.21 -0.084
H -4.79 3.56 1.01 0.106
C 1.12 1.56 -0.83 -0.091
```

Largest force on an atom in eV/A: 0.5
Spin multiplicity: 2
Lowest unoccupied orbital energy (spin up / spin down) in eV: 0.44 / 0.44
<S²>: 0.96